[1]
{
  "formula": "C26H22F7OSi",
  "method": "wB97M-V/def2-TZVPD",
  "elements": ["C", "Si", "C", "C", "O", "C", "C", "C", "C", "F", "C", "F", "C", "F", "C", "F", "C", "F", "H", "H", "H", "H", "H", "H", "H", "H", "H", "H", "H", "F", "C", "C", "C", "C", "C", "C", "C", "C", "C", "C", "C", "F", "C", "C", "C", "C", "H", "H", "H", "H", "H", "H", "H", "H", "H", "H", "H"],
  "xyz": [[3.238208, -3.078158, -1.758978], [2.618719, -1.730204, -2.885057], [3.086125, -0.024116, -2.309083], [3.105199, -2.025449, -4.661037], [0.950981, -1.862765, -2.847381], [-0.058628, -1.058436, -2.373156], [-0.246383, -0.955634, -1.029258], [-0.801721, -0.323431, -3.390038], [-1.592830, 0.811645, -3.088463], [-2.266138, 0.927631, -1.908841], [-1.792185, 1.828654, -4.011306], [-2.395387, 2.979861, -3.641752], [-1.363520, 1.658362, -5.327604], [-1.522235, 2.650083, -6.223507], [-0.842390, 0.421884, -5.728486], [-0.573932, 0.206104, -7.033560], [-0.606425, -0.559080, -4.780146], [-0.173656, -1.757394, -5.244509], [4.334328, -3.051642, -1.699479], [2.834689, -2.957589, -0.745173], [2.934827, -4.065556, -2.132312], [4.180705, 0.058224, -2.358616], [2.656416, 0.759796, -2.948537], [2.769049, 0.162594, -1.274892], [4.201750, -2.026656, -4.725982], [2.734006, -2.992546, -5.024009], [2.728498, -1.245992, -5.336157], [-1.081805, -0.374140, -0.670237], [0.352270, -1.538525, -0.338917], [-3.214636, 4.042663, 0.583936], [-1.958569, 3.489727, 0.499503], [-1.096759, 3.951305, -0.493078], [0.176358, 3.368399, -0.581362], [0.528838, 2.311442, 0.245398], [-0.384565, 1.799643, 1.207880], [-0.046020, 0.667731, 2.016890], [-0.688206, 0.372097, 3.219323], [-0.147332, -0.476466, 4.179284], [-0.808697, -0.873285, 5.380337], [-2.145421, -0.466610, 5.667625], [-2.764791, -0.956788, 6.809149], [-4.060353, -0.571130, 7.063780], [-2.138767, -1.809946, 7.714076], [-0.805203, -2.171090, 7.457098], [-0.147333, -1.706778, 6.325288], [-1.637705, 2.457997, 1.364446], [-1.425703, 4.718865, -1.187141], [0.899320, 3.750795, -1.304917], [1.523394, 1.859078, 0.180759], [0.815742, 0.064589, 1.718546], [-1.631978, 0.869005, 3.450741], [0.864213, -0.853704, 4.015361], [-2.685061, 0.192550, 4.994106], [-2.670061, -2.158768, 8.596197], [-0.286884, -2.835584, 8.150005], [0.889200, -1.986593, 6.123701], [-2.361556, 2.113330, 2.099538]],
  "atomic_forces_ev_per_a": [[0.2, 0.1, 0.0], [-0.3, -0.3, -0.3], [0.2, 0.2, 0.1], [0.2, 0.1, 0.1], [-1.3, 0.6, 0.1], [1.1, -1.3, 1.9], [-0.4, 0.0, -1.4], [-0.6, 0.6, -1.2], [-0.3, -0.2, -0.1], [1.1, 0.2, -0.5], [-0.1, 0.2, -0.1], [0.2, -0.7, -0.2], [0.0, 0.1, -0.4], [0.0, -0.8, 0.7], [-0.2, 0.5, -0.6], [-0.2, 0.1, 1.0], [0.4, -0.5, 0.3], [-0.1, 1.1, 0.5], [-0.2, -0.1, 0.0], [0.1, 0.0, -0.2], [0.1, 0.2, 0.1], [-0.2, 0.1, 0.1], [0.1, -0.2, 0.1], [0.1, 0.0, -0.2], [-0.2, -0.1, -0.1], [0.1, 0.2, 0.1], [0.1, -0.1, 0.2], [0.1, -0.1, 0.2], [0.0, 0.1, -0.2], [1.4, -0.5, 0.0], [-1.1, 0.1, 0.1], [0.3, -0.5, 0.2], [0.0, 0.2, 0.1], [-0.1, -0.5, 0.2], [-0.4, 0.6, -0.5], [0.2, 0.6, 0.8], [0.0, -0.3, -0.1], [-0.2, 0.1, -0.5], [-0.5, 0.0, 1.1], [0.3, -0.5, 0.2], [-1.0, 0.6, -0.2], [1.4, -0.4, -0.3], [0.6, 0.1, -0.4], [-0.2, 0.0, 0.1], [-0.1, 0.1, -0.5], [0.3, -0.1, -0.4], [0.1, 0.0, 0.2], [-0.3, -0.2, 0.2], [-0.4, 0.1, -0.1], [-0.1, 0.3, 0.1], [0.4, -0.1, -0.1], [-0.2, -0.1, 0.0], [-0.1, -0.2, 0.3], [0.1, 0.1, -0.2], [-0.2, 0.3, -0.2], [-0.3, 0.0, 0.2], [0.0, 0.2, -0.3]],
  "lumo_ev": -6.1,
  "charge": 1,
  "homo_ev": -11.06,
  "relative_energy_kcal_mol": 0.0
}

=====

[2]
{
  "formula": "C2H3N4O",
  "method": "wB97M-V/def2-TZVPD",
  "elements": ["C", "C", "N", "N", "N", "N", "O", "H", "H", "H"],
  "xyz": [[1.298421, -0.526294, -1.145819], [-0.252774, -0.244609, 0.227678], [0.743661, -1.073094, -0.056590], [0.729514, 0.567903, -1.606251], [-0.295411, 0.749699, -0.712681], [-1.223278, -0.157146, 1.467220], [-0.909462, -0.790859, 2.597926], [2.182731, -0.933711, -1.602511], [-0.888318, 1.558993, -0.755853], [-1.385083, 0.849119, 1.586883]],
  "atomic_forces_ev_per_a": [[-0.2, 0.6, -0.5], [-1.9, 1.3, 3.5], [-0.6, -0.2, 0.9], [0.1, 0.2, -0.3], [0.4, -0.9, 0.2], [1.3, -0.3, -4.3], [0.5, -0.4, 0.7], [0.1, -0.1, -0.2], [0.1, -0.1, 0.0], [0.4, -0.1, 0.0]],
  "lumo_ev": 4.3,
  "charge": -1,
  "homo_ev": -1.49,
  "relative_energy_kcal_mol": 55.5,
  "smiles": "[O-]Nc1ncn[nH]1"
}

=====

[3]
{
  "formula": "CH3NP2",
  "method": "wB97M-V/def2-TZVPD",
  "elements": ["C", "N", "P", "P", "H", "H", "H"],
  "xyz": [[-0.270887, 1.217174, 1.246505], [-0.563488, 1.518926, 2.284715], [-0.221893, -1.398793, -0.568220], [0.516851, 0.615299, -0.651254], [0.687694, -1.783500, -1.585446], [0.437632, -1.674664, 0.561647], [-0.585909, 1.505557, -1.287948]],
  "atomic_forces_ev_per_a": [[2.5, -2.3, -6.8], [-1.2, 1.2, 3.9], [-2.5, -0.2, -1.9], [-1.8, 3.6, 2.4], [0.3, -0.2, 0.4], [1.5, -0.4, 1.3], [1.2, -1.7, 0.7]],
  "lumo_ev": -0.3,
  "charge": 0,
  "homo_ev": -9.64,
  "relative_energy_kcal_mol": 21.3,
  "smiles": "N#C[PH]#[PH2]"
}

=====

[4]
{
  "formula": "C3H15NO4",
  "method": "wB97M-V/def2-TZVPD",
  "elements": ["C", "N", "C", "C", "O", "H", "H", "H", "H", "H", "H", "H", "H", "H", "H", "H", "O", "H", "H", "O", "H", "H", "O"],
  "xyz": [[-1.216013, -1.731477, 1.222561], [-0.735073, -0.371584, 1.454690], [0.303142, 0.093384, 0.521301], [0.219053, 1.605357, 0.342573], [0.430673, 1.853627, -1.086494], [-0.589662, -2.509738, 1.668203], [-1.278734, -1.917219, 0.153478], [-2.244983, -1.832298, 1.562352], [-0.431010, -0.260402, 2.410794], [1.313619, -0.212410, 0.810257], [0.101447, -0.422396, -0.411272], [-0.751578, 1.991935, 0.652089], [1.001130, 2.213146, 0.810163], [-0.262711, 2.403026, -1.479748], [-2.614378, 0.817912, 0.905444], [-3.391982, 1.082950, -0.420274], [-3.079799, 1.503344, 0.386782], [2.253449, 0.757350, -1.345559], [3.534257, 0.649472, -0.555538], [3.001630, 0.153538, -1.187523], [1.098482, -1.864662, -1.368975], [1.472226, -3.227250, -1.923522], [0.901390, -2.803968, -1.273242]],
  "atomic_forces_ev_per_a": [[0.0, 0.0, -0.1], [-0.2, 0.2, -0.2], [-0.2, -0.2, 1.1], [0.2, 0.6, -1.6], [-0.1, 0.1, 0.0], [-0.1, 0.0, -0.1], [0.2, 0.0, -0.1], [0.0, 0.0, 0.4], [0.0, 0.0, 0.1], [0.0, 0.0, 0.1], [-0.1, 0.4, -0.3], [0.0, -0.2, 0.0], [0.0, -0.5, 0.4], [0.2, -0.2, 0.4], [0.0, 0.1, -0.4], [0.1, -0.1, 0.1], [0.1, -0.1, 0.2], [0.1, -0.2, -0.1], [0.1, -0.2, -0.1], [-0.3, 0.4, 0.0], [0.2, -0.1, 0.0], [0.0, 0.0, 0.1], [0.0, 0.1, -0.1]],
  "lumo_ev": 0.7,
  "charge": 0,
  "homo_ev": -9.14,
  "relative_energy_kcal_mol": 29.3,
  "smiles": "CNCCO.O.O.O"
}

=====

[5]
{
  "formula": "C2H4N2OS",
  "method": "wB97M-V/def2-TZVPD",
  "elements": ["C", "C", "H", "H", "H", "H", "N", "N", "O", "S"],
  "xyz": [[0.533925, -0.935151, 0.235460], [-0.382855, 0.220736, 0.149313], [3.327287, 0.484226, -0.006291], [1.753855, 1.155649, -0.158148], [0.092127, -1.917261, 0.408011], [-2.137583, -1.468327, -0.058590], [2.350650, 0.341817, -0.293859], [1.819446, -0.866986, -0.006781], [-0.000047, 1.353649, 0.231804], [-2.070775, -0.070050, -0.140223]],
  "atomic_forces_ev_per_a": [[0.9, -0.3, -0.8], [0.8, -1.4, 0.2], [-0.8, -0.7, -0.5], [0.1, -0.3, 0.1], [0.4, 0.2, -0.1], [0.3, 1.4, -0.1], [0.5, 0.0, 0.3], [-0.9, 0.9, 0.8], [-0.1, 1.6, -0.1], [-1.3, -1.3, 0.0]],
  "lumo_ev": 0.1,
  "charge": 0,
  "homo_ev": -9.26,
  "relative_energy_kcal_mol": 53.2,
  "smiles": "N/N=C\\C(=O)S"
}

=====

[6]
{
  "formula": "C5H8BFN2O2P",
  "method": "wB97M-V/def2-TZVPD",
  "elements": ["N", "P", "C", "C", "C", "F", "C", "N", "B", "O", "O", "C", "H", "H", "H", "H", "H", "H", "H", "H"],
  "xyz": [[-1.166238, -0.011221, 3.560061], [-1.838771, 0.022670, 2.169592], [-0.613359, -0.351127, 0.861961], [0.196534, -1.481277, 1.031622], [1.170324, -1.739778, 0.079900], [1.970175, -2.791538, 0.183356], [1.339793, -0.906755, -0.994048], [0.559833, 0.178277, -1.125506], [0.773134, 1.139177, -2.341208], [-0.036219, 0.984843, -3.405502], [1.760647, 2.031986, -2.262386], [-0.407408, 0.450202, -0.229576], [-1.190077, 0.838652, 4.106466], [-2.784449, -0.984918, 1.931619], [-2.442611, 1.198972, 1.691592], [0.083082, -2.136340, 1.890483], [2.089067, -1.103032, -1.749961], [-0.890077, 1.429350, -3.410449], [2.428922, 1.892958, -1.580940], [-1.002302, 1.338901, -0.407076]],
  "atomic_forces_ev_per_a": [[-0.2, 0.1, -0.2], [0.2, 0.1, 0.7], [0.1, -0.6, 0.1], [0.0, 0.2, -0.1], [-0.1, -0.4, 0.5], [-0.2, 0.2, 0.0], [0.0, 0.3, -0.3], [0.1, 0.0, -0.1], [-0.1, 0.1, -0.1], [-0.1, 0.3, 0.4], [0.2, -0.4, -0.1], [0.0, 0.2, -0.2], [0.1, -0.1, 0.1], [-0.1, 0.0, -0.1], [-0.1, 0.0, -0.2], [0.0, 0.1, 0.0], [0.0, 0.0, 0.0], [-0.1, -0.1, -0.3], [-0.1, 0.3, 0.1], [0.1, 0.0, 0.0]],
  "lumo_ev": -5.0,
  "charge": 1,
  "homo_ev": -12.70,
  "smiles": "N=[PH2]c1cc(F)c[n+](B(O)O)c1"
}

=====

[7]
{
  "formula": "C5H6N2O",
  "method": "wB97M-V/def2-TZVPD",
  "elements": ["C", "C", "C", "C", "C", "H", "H", "H", "H", "H", "H", "N", "N", "O"],
  "xyz": [[2.616075, 0.036719, 0.030361], [1.277353, -0.059076, -0.060713], [-0.893555, -0.722354, 0.116962], [-0.754283, 0.782201, 0.120256], [-1.790744, 1.587170, -0.005591], [3.320051, -0.739968, 0.282905], [3.076143, 1.085901, -0.026180], [0.610528, -2.051858, -0.155911], [-1.878640, -2.307028, 0.010225], [-2.778240, 1.132746, 0.099097], [-1.720047, 2.637180, -0.185303], [0.387364, -1.136201, -0.062586], [-2.026940, -1.311377, -0.066366], [0.554939, 1.065940, -0.097154]],
  "atomic_forces_ev_per_a": [[0.2, 1.5, 0.0], [2.0, -0.7, 0.5], [-1.8, 1.2, -1.5], [-1.2, -1.2, -1.0], [-0.4, -0.1, 0.5], [-0.4, -0.4, -0.4], [-1.0, -1.7, 0.1], [1.1, -3.0, -0.3], [-0.2, -0.6, -0.4], [0.4, 0.1, 0.0], [0.2, 0.4, 0.0], [0.0, 2.5, 1.0], [1.3, 0.5, 1.5], [-0.5, 1.4, 0.1]],
  "lumo_ev": 0.6,
  "charge": 0,
  "homo_ev": -8.51,
  "relative_energy_kcal_mol": 34.1,
  "smiles": "[H]/N=c1\\[nH]c(=C)oc1=C"
}

=====

[8]
{
  "formula": "C16H18N4O2Ru",
  "method": "wB97M-V/def2-TZVPD",
  "elements": ["N", "C", "C", "H", "H", "H", "N", "C", "C", "H", "H", "H", "N", "C", "C", "H", "H", "H", "Ru", "C", "O", "C", "O", "C", "C", "C", "C", "C", "C", "H", "H", "H", "H", "H", "H", "C", "C", "N", "H", "H", "H"],
  "xyz": [[0.170317, -2.399877, 0.981326], [0.139378, -3.476664, 1.428344], [0.199549, -4.844658, 1.890994], [-0.485597, -5.479161, 1.319205], [-0.055754, -4.919987, 2.953036], [1.223721, -5.206274, 1.744111], [2.839780, 1.196689, 0.638978], [3.954595, 1.496937, 0.791882], [5.348645, 1.817040, 0.952000], [5.501899, 2.175462, 1.984890], [5.611067, 2.611442, 0.231445], [5.955381, 0.908279, 0.764002], [0.116716, -0.389785, -2.545223], [0.057284, -0.536248, -3.696475], [0.087987, -0.816972, -5.116117], [1.133587, -0.788423, -5.442105], [-0.488267, -0.085573, -5.694415], [-0.314744, -1.817362, -5.311990], [1.630136, -0.177943, -0.150985], [2.483650, -0.189988, -1.797103], [3.113981, -0.257230, -2.781732], [2.504945, -1.602154, 0.647125], [3.160108, -2.482729, 1.054658], [-1.156920, 0.049091, 1.633095], [-2.033595, -0.380493, 0.636971], [-2.071559, 0.318782, -0.572371], [-1.194487, 1.392553, -0.756385], [0.011664, 1.492067, 0.036677], [0.030783, 0.765944, 1.283084], [-1.315466, -0.185849, 2.680105], [-2.754344, -1.185120, 0.785460], [-2.777882, -0.000353, -1.348551], [-1.380972, 2.161307, -1.514346], [0.817679, 2.243563, -0.160761], [0.845216, 1.000346, 1.993465], [-5.148902, 3.354890, 1.986076], [-5.005997, 2.111810, 1.256454], [-5.119951, 1.099494, 0.691356], [-4.636297, 3.327938, 2.952903], [-6.226424, 3.489773, 2.156368], [-4.770912, 4.209437, 1.414550]],
  "atomic_forces_ev_per_a": [[0.0, -0.8, 0.3], [0.2, 1.3, -0.8], [-0.1, -0.3, 0.2], [0.1, 0.2, 0.0], [0.0, 0.1, -0.1], [-0.1, 0.0, 0.0], [1.4, -0.5, -0.1], [-0.3, -0.2, -0.1], [0.0, 0.3, 0.1], [0.1, -0.1, -0.3], [0.0, -0.2, 0.2], [-0.3, 0.4, 0.1], [-0.2, -0.1, -0.5], [0.1, -0.2, 0.9], [-0.1, 0.0, -0.3], [-0.1, 0.0, 0.0], [0.1, -0.1, 0.2], [0.0, 0.1, 0.1], [-4.2, 1.1, 2.5], [5.4, -0.9, -8.2], [-2.8, 0.4, 4.6], [5.4, -5.9, 2.3], [-3.1, 4.0, -1.7], [0.7, -0.6, 0.7], [-0.9, 0.3, -1.2], [-0.4, -1.0, 0.4], [0.7, 0.4, -0.8], [0.1, 0.1, 1.9], [0.3, 2.3, -1.4], [0.0, -0.2, 0.0], [0.2, 0.2, 0.3], [0.2, 0.5, 0.3], [0.1, -0.4, 0.1], [-1.1, -0.4, 0.1], [-0.9, -0.2, 0.0], [1.8, -1.0, -0.8], [-0.8, 4.8, 2.8], [0.1, -3.4, -1.9], [-0.3, -0.3, 0.2], [-0.8, 0.1, 0.1], [-0.4, 0.0, -0.3]],
  "lumo_ev": [-14.7, -18.4],
  "s2": 6.038,
  "spin_multiplicity": 5,
  "charge": 4,
  "homo_ev": [-20.99, -22.81]
}

=====

Number 1: DFT total energy -56258.6000 eV. Number 2: DFT total energy -10128.1960 eV. Number 3: DFT total energy -21150.7919 eV. Number 4: DFT total energy -13033.7676 eV. Number 5: DFT total energy -18000.3524 eV. Number 6: DFT total energy -25067.6049 eV. Number 7: DFT total energy -10308.1231 eV. Number 8: DFT total energy -29468.1874 eV.